{
  "formula": "C2H9NOS",
  "method": "the ωB97M-V functional and the def2-TZVPD basis",
  "spin_multiplicity": 1,
  "e_above_lowest_kcal_mol": 30.5,
  "smiles": "NCO.CS",
  "orbital_gap_ev": 9.625,
  "homo_ev": -8.91,
  "elements": ["N", "C", "O", "H", "H", "H", "H", "H", "C", "S", "H", "H", "H", "H"],
  "xyz": [[-0.9790, -1.6103, 0.1898], [0.2556, -2.0333, -0.4350], [1.0644, -0.9200, -0.7340], [-1.1094, -2.1349, 1.0564], [-0.6981, -0.6373, 0.3960], [0.7094, -2.6964, 0.2474], [-0.0176, -2.5097, -1.4158], [1.2202, -0.7348, -1.7691], [0.3319, 2.3336, 0.7613], [-0.9200, 2.7464, -0.5950], [0.7588, 3.3218, 1.1430], [-0.1105, 1.5731, 1.5176], [1.0889, 1.7224, 0.2052], [-1.5945, 1.5797, -0.5678]]
}

{
  "formula": "C24H23BF4IN2O5",
  "method": "the ωB97M-V functional and the def2-TZVPD basis",
  "spin_multiplicity": 1,
  "orbital_gap_ev": 7.994,
  "total_charge": -1,
  "homo_ev": -5.60,
  "elements": ["N", "B", "O", "N", "C", "C", "C", "O", "F", "C", "C", "O", "I", "C", "O", "O", "H", "H", "H", "H", "H", "H", "H", "H", "F", "C", "C", "C", "C", "C", "C", "H", "H", "H", "H", "H", "F", "C", "C", "C", "C", "C", "C", "H", "H", "H", "H", "H", "F", "C", "C", "C", "C", "C", "C", "H", "H", "H", "H", "H"],
  "xyz": [[4.8404, 1.8170, 1.1670], [3.7496, 0.9112, 1.6649], [2.6489, 1.5174, 2.2784], [3.9401, -0.5536, 1.5159], [3.5498, -1.0605, 0.1725], [3.0700, -2.5686, 0.3954], [4.2277, -3.5807, 0.5346], [4.7554, -4.1677, -0.3413], [4.6858, -3.8502, 1.8228], [4.6897, -0.9957, -0.9072], [6.1257, -0.6571, -0.3860], [6.7292, 0.2129, -0.9240], [7.1655, -1.6767, 1.2159], [2.2207, -0.2995, -0.2866], [1.1889, -0.6998, 0.2759], [2.2342, 0.6052, -1.1812], [5.7069, 1.5203, 1.6211], [4.9349, 1.7757, 0.1516], [2.5007, 2.3269, 1.7567], [3.2967, -0.9684, 2.2013], [2.4511, -2.8970, -0.4692], [2.4243, -2.6694, 1.2986], [4.7933, -1.9445, -1.5004], [4.4473, -0.2093, -1.6687], [-0.1217, -3.9643, 1.8410], [-1.3186, -3.7337, 1.2733], [-1.3754, -3.1182, 0.0366], [-2.6121, -2.8860, -0.5498], [-3.7764, -3.2618, 0.1115], [-3.7052, -3.8749, 1.3559], [-2.4683, -4.1183, 1.9398], [-0.4579, -2.8240, -0.4587], [-2.6684, -2.4109, -1.5214], [-4.7388, -3.0760, -0.3450], [-4.6135, -4.1635, 1.8721], [-2.3920, -4.6030, 2.9054], [0.6365, 6.4326, -0.8861], [0.5582, 5.4736, -1.8319], [1.1512, 4.2454, -1.6030], [1.0663, 3.2569, -2.5742], [0.3976, 3.5145, -3.7669], [-0.1897, 4.7550, -3.9859], [-0.1143, 5.7407, -3.0101], [1.6741, 4.0668, -0.6718], [1.5212, 2.2869, -2.4014], [0.3351, 2.7441, -4.5266], [-0.7068, 4.9554, -4.9172], [-0.5730, 6.7108, -3.1586], [-6.5066, -2.0889, 0.6466], [-6.2491, -0.7980, 0.9260], [-6.7972, 0.1900, 0.1289], [-6.5350, 1.5221, 0.4208], [-5.7205, 1.8492, 1.4978], [-5.1721, 0.8461, 2.2871], [-5.4416, -0.4859, 2.0038], [-7.4226, -0.0849, -0.7114], [-6.9649, 2.3047, -0.1922], [-5.5128, 2.8888, 1.7215], [-4.5334, 1.1013, 3.1235], [-5.0293, -1.2806, 2.6127]]
}

{
  "formula": "C55H52BrN4P2RuSSi",
  "method": "the ωB97M-V functional and the def2-TZVPD basis",
  "spin_multiplicity": 2,
  "orbital_gap_ev": [6.185, 6.247],
  "homo_ev": [-7.72, -7.66],
  "elements": ["Ru", "C", "S", "C", "C", "C", "N", "P", "C", "C", "C", "C", "C", "C", "C", "C", "C", "C", "C", "C", "P", "C", "C", "C", "C", "C", "C", "C", "C", "C", "C", "C", "C", "H", "H", "H", "H", "H", "H", "H", "H", "H", "H", "H", "H", "H", "H", "H", "H", "H", "H", "H", "H", "H", "H", "H", "H", "H", "H", "H", "H", "H", "N", "C", "C", "C", "C", "C", "C", "C", "C", "C", "C", "C", "C", "N", "C", "C", "C", "C", "N", "H", "H", "H", "H", "H", "H", "H", "H", "H", "H", "C", "Si", "C", "C", "C", "C", "H", "H", "H", "H", "H", "H", "H", "H", "H", "Br", "C", "C", "C", "C", "C", "C", "H", "H", "H", "H"],
  "xyz": [[0.0578, -0.4139, 0.9615], [3.5524, 5.9677, -2.4507], [3.6724, 4.9223, -3.9274], [3.9044, 3.3057, -3.1230], [2.5919, 2.7106, -2.6360], [2.8544, 1.4237, -1.8548], [1.6883, 0.8906, -1.1904], [0.8243, -0.9790, -1.1867], [-0.1460, -0.4151, -2.6242], [0.4373, -0.1004, -3.8463], [-0.3509, 0.3149, -4.9041], [-1.7227, 0.4338, -4.7461], [-2.3056, 0.1517, -3.5216], [-1.5198, -0.2689, -2.4646], [2.3720, -1.7119, -1.8138], [2.3157, -2.4378, -3.0000], [3.4570, -3.0197, -3.5137], [4.6593, -2.8976, -2.8349], [4.7148, -2.1975, -1.6409], [3.5738, -1.6029, -1.1288], [0.8191, 1.6502, -0.0140], [1.9474, 2.8912, 0.6794], [1.6825, 4.2548, 0.7115], [2.6466, 5.1290, 1.1821], [3.8744, 4.6525, 1.6159], [4.1432, 3.2917, 1.5873], [3.1810, 2.4163, 1.1251], [-0.5847, 2.6390, -0.6499], [-1.5057, 3.1128, 0.2886], [-2.6853, 3.6906, -0.1356], [-2.9729, 3.7650, -1.4913], [-2.0576, 3.3087, -2.4240], [-0.8629, 2.7529, -2.0060], [3.5016, 6.9928, -2.7999], [4.4384, 5.8254, -1.8380], [2.6573, 5.7223, -1.8865], [4.6045, 3.4535, -2.2981], [4.3700, 2.6633, -3.8710], [1.9466, 2.5066, -3.4926], [2.0803, 3.4194, -1.9772], [3.6487, 1.6319, -1.1272], [3.2385, 0.6542, -2.5316], [1.5077, -0.1716, -3.9683], [0.1051, 0.5492, -5.8559], [-2.3358, 0.7508, -5.5765], [-3.3717, 0.2641, -3.3874], [-1.9652, -0.4636, -1.4972], [1.3679, -2.5488, -3.5065], [3.4035, -3.5769, -4.4377], [5.5510, -3.3591, -3.2329], [5.6491, -2.1170, -1.1052], [3.6027, -1.0511, -0.1982], [0.7328, 4.6274, 0.3542], [2.4439, 6.1901, 1.2093], [4.6244, 5.3421, 1.9767], [5.1008, 2.9219, 1.9259], [3.3680, 1.3484, 1.0972], [-1.2870, 3.0158, 1.3460], [-3.3996, 4.0612, 0.5859], [-3.9222, 4.1601, -1.8180], [-2.2798, 3.3635, -3.4796], [-0.1517, 2.3863, -2.7288], [-7.5551, 1.2880, 7.7052], [-6.7651, 1.0685, 6.9027], [-5.7810, 0.7975, 5.9270], [-5.6517, 1.6180, 4.8057], [-4.6470, 1.3721, 3.8920], [-3.7625, 0.3132, 4.0782], [-3.9261, -0.5267, 5.1767], [-4.9244, -0.2914, 6.0989], [-2.6532, 0.0866, 3.1260], [-1.4640, 0.8014, 3.3443], [-1.2698, 1.7826, 4.3465], [0.0685, 2.1599, 4.2867], [0.6430, 1.4190, 3.2644], [-0.2684, 0.5879, 2.6968], [-2.8630, -0.8665, 2.1111], [-4.0158, -1.6866, 1.9991], [-3.8410, -2.4518, 0.8604], [-2.6148, -2.0813, 0.3144], [-2.0214, -1.1201, 1.0601], [-6.3306, 2.4476, 4.6672], [-4.5406, 1.9977, 3.0177], [-3.2563, -1.3648, 5.3034], [-5.0397, -0.9288, 6.9636], [-2.0265, 2.1360, 5.0198], [0.5732, 2.8845, 4.8960], [1.6704, 1.4391, 2.9471], [-4.8385, -1.6929, 2.6855], [-4.4955, -3.2007, 0.4602], [-2.1580, -2.4851, -0.5681], [-3.0220, -4.6016, -2.7269], [-1.2744, -5.2149, -2.2691], [-1.3041, -6.5848, -0.9491], [-0.3093, -5.7475, -3.8247], [-0.3981, -3.7226, -1.5864], [0.0560, -2.6448, -1.2623], [-3.5796, -5.3499, -3.2825], [-2.9728, -3.7065, -3.3414], [-3.5987, -4.3539, -1.8413], [-1.7089, -7.5117, -1.3431], [-1.9120, -6.2939, -0.0979], [-0.3048, -6.7944, -0.5801], [-0.7052, -6.6651, -4.2477], [0.7398, -5.9146, -3.6001], [-0.3567, -4.9829, -4.5950], [3.4975, -4.7641, 4.8484], [2.5903, -3.5551, 3.6782], [3.1015, -2.2837, 3.4924], [2.4464, -1.4156, 2.6348], [1.2749, -1.7881, 1.9782], [0.7836, -3.0752, 2.1917], [1.4398, -3.9639, 3.0290], [3.9933, -1.9731, 4.0165], [2.8686, -0.4265, 2.5032], [-0.1312, -3.4002, 1.7047], [1.0554, -4.9619, 3.1783]]
}

{
  "formula": "C4H12N2O",
  "method": "the ωB97M-V functional and the def2-TZVPD basis",
  "spin_multiplicity": 1,
  "e_above_lowest_kcal_mol": 34.1,
  "smiles": "CN[C@H](CN)CO",
  "orbital_gap_ev": 9.740,
  "homo_ev": -8.90,
  "elements": ["C", "N", "C", "C", "N", "C", "O", "H", "H", "H", "H", "H", "H", "H", "H", "H", "H", "H", "H"],
  "xyz": [[-1.3207, 0.7900, -1.7766], [-1.1638, -0.1479, -0.6800], [-0.2382, 0.2843, 0.3588], [1.2158, 0.4366, -0.0770], [1.8558, -0.7885, -0.6552], [-0.4045, -0.6771, 1.5380], [0.5540, -0.4933, 2.5695], [-0.4076, 0.9657, -2.3601], [-2.0837, 0.4282, -2.4554], [-1.6680, 1.7437, -1.3807], [-0.9138, -1.0701, -1.0133], [-0.5810, 1.2771, 0.6725], [1.3107, 1.2274, -0.8259], [1.8472, 0.7496, 0.7538], [2.2386, -1.3155, 0.1258], [1.1281, -1.4061, -1.0083], [-1.4214, -0.5825, 1.9235], [-0.2618, -1.7077, 1.2111], [0.3142, 0.2861, 3.0796]]
}

{
  "formula": "C19H57BClNO21P5",
  "method": "the ωB97M-V functional and the def2-TZVPD basis",
  "spin_multiplicity": 1,
  "orbital_gap_ev": 6.737,
  "total_charge": 1,
  "homo_ev": -11.05,
  "elements": ["C", "B", "O", "N", "C", "C", "C", "Cl", "H", "H", "H", "H", "H", "H", "H", "H", "H", "H", "H", "H", "C", "O", "P", "O", "O", "C", "O", "C", "H", "H", "H", "H", "H", "H", "H", "H", "H", "C", "O", "P", "O", "O", "C", "O", "C", "H", "H", "H", "H", "H", "H", "H", "H", "H", "C", "O", "P", "O", "O", "C", "O", "C", "H", "H", "H", "H", "H", "H", "H", "H", "H", "C", "O", "P", "O", "O", "C", "O", "C", "H", "H", "H", "H", "H", "H", "H", "H", "H", "C", "O", "P", "O", "O", "C", "O", "C", "H", "H", "H", "H", "H", "H", "H", "H", "H"],
  "xyz": [[1.2945, -2.3658, -1.4467], [1.2456, -3.0326, -0.0295], [0.0337, -3.3063, 0.5272], [2.4614, -3.4656, 0.8061], [3.4512, -2.3567, 1.0522], [3.1311, -1.6551, 2.4102], [3.0770, -0.1361, 2.1451], [1.7512, 0.1671, 0.9835], [2.2585, -1.9311, -1.7368], [0.5150, -1.5954, -1.5420], [1.0236, -3.1445, -2.1835], [-0.5083, -2.5020, 0.5582], [2.8944, -4.3103, 0.4191], [2.1019, -3.7517, 1.7245], [4.4316, -2.8339, 1.1849], [3.5342, -1.6610, 0.2156], [3.9062, -1.9072, 3.1456], [2.1741, -1.9891, 2.8402], [2.8843, 0.4017, 3.0783], [4.0629, 0.1628, 1.7677], [1.2731, 3.2029, 0.1267], [0.7478, 4.2057, -0.7302], [1.5342, 4.6391, -2.1595], [1.2218, 3.3036, -2.7858], [3.0096, 4.5822, -1.4158], [3.3398, 5.5031, -0.3733], [2.3225, 5.1798, -3.5561], [2.6747, 6.5790, -3.6156], [0.4502, 2.5691, 0.4559], [2.0236, 2.5878, -0.3648], [1.7092, 3.6773, 1.0097], [3.6536, 4.9359, 0.5053], [2.4937, 6.1341, -0.0957], [4.1734, 6.1292, -0.6907], [3.4573, 6.8068, -2.8921], [1.8004, 7.2037, -3.4266], [3.0522, 6.7944, -4.6104], [-0.7573, -4.6828, 3.2131], [-1.6306, -5.4417, 4.0090], [-1.3945, -7.0950, 4.1844], [-0.1383, -7.0089, 4.9925], [-1.0505, -7.2715, 2.5796], [-2.0176, -6.9044, 1.5855], [-1.5730, -8.7658, 4.3422], [-2.8230, -9.3434, 3.9199], [-0.5455, -3.7508, 3.7413], [0.1802, -5.2056, 3.0096], [-1.2461, -4.4328, 2.2723], [-1.5518, -6.1995, 0.8926], [-2.9031, -6.4339, 2.0191], [-2.3140, -7.7888, 1.0222], [-2.9325, -9.2740, 2.8355], [-3.6641, -8.8507, 4.4070], [-2.8218, -10.3940, 4.2016], [-6.4031, 1.5818, 0.3188], [-5.4952, 1.2490, -0.7219], [-3.8658, 1.0822, -0.4016], [-3.9171, -0.1866, 0.3877], [-3.8097, 2.4009, 0.5825], [-4.2150, 3.6878, 0.1085], [-2.1949, 1.1217, -0.6051], [-1.6427, 2.0673, -1.5510], [-7.2885, 0.9602, 0.1938], [-5.9791, 1.4156, 1.3076], [-6.7067, 2.6255, 0.2213], [-4.9750, 4.0827, 0.7838], [-4.6328, 3.6441, -0.8988], [-3.3622, 4.3662, 0.1215], [-1.7744, 3.0898, -1.1927], [-2.1118, 1.9501, -2.5280], [-0.5777, 1.8731, -1.6483], [5.1176, 5.3233, -5.9233], [5.8534, 5.1501, -4.7133], [6.8770, 6.3676, -4.1996], [5.7967, 7.3339, -3.8550], [7.4557, 6.6290, -5.7209], [8.1060, 5.5852, -6.4484], [8.1617, 7.2490, -3.5517], [9.4293, 6.5817, -3.4270], [4.1013, 4.9711, -5.7475], [5.0875, 6.3621, -6.2481], [5.5540, 4.7075, -6.7115], [7.6059, 5.4693, -7.4108], [8.0713, 4.6301, -5.9207], [9.1433, 5.8622, -6.6356], [9.8569, 6.3801, -4.4117], [9.3258, 5.6489, -2.8714], [10.1054, 7.2384, -2.8843], [-4.5193, -3.0814, 1.4717], [-4.7825, -3.4498, 2.8176], [-6.0342, -4.5110, 3.1890], [-5.3338, -5.7029, 2.5943], [-7.0439, -3.8018, 2.0947], [-7.4405, -2.4362, 2.2415], [-7.3263, -5.4523, 3.7518], [-8.2532, -4.8333, 4.6604], [-3.4380, -3.0955, 1.3333], [-4.9859, -3.7592, 0.7583], [-4.8671, -2.0629, 1.2915], [-7.2013, -1.9044, 1.3195], [-6.9280, -1.9439, 3.0700], [-8.5183, -2.3839, 2.3950], [-8.8318, -4.0584, 4.1518], [-7.7317, -4.4029, 5.5159], [-8.9387, -5.5983, 5.0180]]
}

| no. | total energy (a.u.) | F_max (eV/A) |
| --- | --- | --- |
| 1 | -609.7206 | 3.98 |
| 2 | -2136.2583 | 1.92 |
| 3 | -6385.2996 | 1.78 |
| 4 | -344.3307 | 1.15 |
| 5 | -4584.2800 | 9.10 |